{
  "formula": "C8H36O11",
  "method": "ωB97M-V/def2-TZVPD",
  "e_homo_ev": [-13.23, -13.23],
  "gap_ev": [8.44, 4.99],
  "e_above_lowest_kj_mol": 610.0,
  "s_squared": 0.77,
  "spin_multiplicity": 2,
  "total_charge": 1,
  "elements": ["C", "C", "C", "C", "C", "C", "C", "C", "H", "H", "H", "H", "H", "H", "H", "H", "H", "H", "H", "H", "H", "H", "H", "H", "O", "H", "H", "O", "H", "H", "O", "H", "H", "O", "H", "H", "O", "H", "H", "O", "H", "H", "O", "H", "H", "O", "H", "H", "O", "H", "H", "O", "H", "H", "O"],
  "coordinates": [[-0.098346, -3.367218, -1.797166], [0.869300, -3.561099, -0.650656], [0.148485, -4.103355, 0.605747], [-1.245143, -2.037684, 1.246061], [-1.139855, -3.340654, 0.927105], [-3.699418, 0.751029, 1.715856], [-2.434607, 0.033484, 1.462456], [-2.500993, -1.302350, 1.500264], [-1.121754, -3.600795, -1.477451], [0.267958, -4.011618, -2.655852], [-0.040340, -2.323955, -1.917607], [1.600406, -4.434211, -0.828579], [1.549166, -2.686764, -0.557904], [0.910677, -3.933799, 1.353886], [-0.155604, -5.164719, 0.367701], [-0.301881, -1.493433, 1.336353], [-2.036385, -3.936262, 0.854278], [-4.130868, 1.046767, 0.699391], [-3.581969, 1.750180, 2.260013], [-4.350351, 0.003958, 2.250184], [-1.583664, 0.593874, 1.144915], [-3.538371, -1.691370, 1.769615], [2.612743, 1.698170, 3.652325], [1.783695, 0.583060, 3.281754], [1.766412, 1.445233, 3.522279], [3.258177, 2.719928, -0.705168], [3.818106, 2.139081, 0.669286], [3.502818, 3.007098, 0.197510], [0.559212, 1.922403, -3.025429], [0.514759, 3.142957, -3.709185], [0.961988, 2.338959, -3.683343], [1.407234, 3.946972, 0.031929], [0.054472, 3.223268, 0.194776], [0.455777, 3.906909, -0.233520], [2.520912, 0.265404, -3.993710], [1.199925, -0.349144, -3.353695], [1.884203, -0.556043, -4.003003], [-0.015741, 0.508787, 1.013389], [-0.043921, 0.130478, -0.468740], [0.409996, 0.527001, 0.233676], [3.102490, 0.698934, 1.916911], [4.502911, -0.053883, 1.866203], [4.095734, 0.817269, 1.915396], [-2.614065, 2.763413, -1.524193], [-3.891024, 2.049619, -1.724899], [-3.181605, 2.451404, -2.152269], [-1.207517, 3.875113, 1.129629], [-1.799561, 2.612860, 0.392563], [-2.002254, 3.258417, 1.038217], [1.637291, -1.569984, 2.253046], [1.533053, -0.539261, 1.273963], [2.064655, -0.739707, 2.066166], [-1.449677, -0.132121, -2.346900], [-0.202700, 0.737432, -2.815427], [-0.624942, -0.020032, -2.518148]],
  "atomic_forces_ev_per_a": [[0.69, -1.59, -0.28], [1.64, -2.11, -0.12], [-1.38, 0.74, -0.49], [-1.73, 2.03, 0.93], [1.07, -2.55, -0.32], [-0.44, 0.89, 0.22], [-1.72, 2.19, 0.20], [1.64, -3.05, 0.09], [0.19, -0.29, -0.52], [-0.97, 1.30, 0.64], [-0.34, 1.21, -1.42], [-0.92, 1.39, -0.07], [-0.65, -0.38, 0.57], [-0.15, -0.64, 0.92], [0.70, 1.10, 0.78], [-0.56, 0.13, -0.22], [-0.35, 0.01, 0.00], [0.24, -0.42, 1.17], [-0.04, -1.45, -0.64], [0.09, 1.33, -0.60], [0.14, 0.11, 0.15], [1.83, -0.34, -0.67], [4.31, 1.45, 0.79], [0.10, -4.08, -0.86], [-4.63, 3.08, 0.50], [0.37, 0.18, 0.64], [-0.54, 2.13, -1.06], [0.14, -2.19, 0.31], [-2.04, -2.20, 4.55], [-1.02, 2.51, -0.39], [3.48, 0.52, -4.01], [-0.90, -0.37, -0.04], [-0.74, -3.11, 1.76], [2.27, 3.19, -1.81], [-1.98, -2.35, -0.08], [0.31, -0.25, -0.30], [1.89, 2.25, 0.27], [-2.22, 0.07, 3.90], [-1.37, -1.02, -1.84], [4.11, 1.28, -2.40], [2.21, -0.04, 0.07], [-0.29, 0.04, -0.05], [-1.13, 0.61, -0.18], [2.17, 1.66, 2.61], [-1.97, -0.85, 1.09], [-0.21, -0.73, -3.71], [-1.60, -0.99, -0.35], [0.58, -0.70, -1.10], [0.74, 1.79, 1.52], [0.35, -0.93, 0.99], [0.69, 0.82, -0.39], [-1.33, -1.08, -0.88], [-8.34, 0.21, 0.88], [-0.73, 2.02, -1.08], [8.34, -2.55, 0.35]]
}